# 1
Entry from the Open Molecules 2025 dataset: C4H6N2O in the gas phase at a distorted geometry (wB97M-V/def2-TZVPD).

Calculated values
* LUMO level: 0.5 eV
* relative energy (zero: lowest compared OMol25 entry of this formula, charge and spin): 75.9 kcal per mole
* SMILES: C=C(C#N)NCO

Each line ends with the Löwdin charge.
Positions of all 13 atoms, in Å:
O  -2.19  -1.09  0.32  -0.086
N  3.49  -0.78  -0.42  0.115
N  0.08  -0.64  -0.44  0.017
C  0.80  1.29  0.95  0.053
C  -1.36  -0.36  -0.58  -0.259
C  2.45  -0.38  -0.16  -0.122
C  0.97  0.30  0.10  -0.283
H  -1.61  0.75  -0.44  0.148
H  -1.64  -0.68  -1.59  0.112
H  -0.08  1.64  1.36  0.042
H  1.57  1.93  1.16  0.035
H  -2.99  -0.45  0.26  0.128
H  0.51  -1.51  -0.51  0.099



# 2
Entry from the Open Molecules 2025 dataset: C4H6N2O in the gas phase at a distorted geometry (wB97M-V/def2-TZVPD).

Calculated values
* LUMO level (spin up / spin down): -0.4 / -0.4 eV
* relative energy (zero: lowest compared OMol25 entry of this formula, charge and spin): 137.7 kcal per mole

Each line ends with the Löwdin charge.
Positions of all 13 atoms, in Å:
O  -2.82  1.54  -0.25  0.191
N  -0.93  -1.50  0.01  -0.059
N  -2.03  -0.75  0.00  0.018
C  0.61  0.25  -0.16  -0.172
C  2.01  0.79  0.01  -0.149
C  0.25  -1.03  0.17  -0.263
C  -2.41  0.42  -0.30  -0.133
H  2.73  0.50  -0.86  0.084
H  -0.29  0.83  -0.43  0.054
H  2.48  0.29  0.96  0.096
H  -2.71  -1.45  0.21  0.180
H  0.92  -1.76  0.62  0.109
H  2.19  1.86  0.03  0.043



# 3
Entry from the Open Molecules 2025 dataset: C4H6N2O in the gas phase at a distorted geometry (wB97M-V/def2-TZVPD).

Calculated values
* LUMO level: 0.6 eV
* relative energy (zero: lowest compared OMol25 entry of this formula, charge and spin): 66.1 kcal per mole
* SMILES: N#C[C@H]1C[C@]1(N)O

Each line ends with the Löwdin charge.
Positions of all 13 atoms, in Å:
O  0.55  0.76  1.74  0.093
N  -0.93  1.22  -0.11  0.117
N  -1.58  -1.82  -1.59  0.143
C  0.32  -1.13  0.01  -0.148
C  1.20  -0.04  -0.49  -0.066
C  0.21  0.50  0.44  -0.464
C  -0.66  -1.50  -0.96  -0.251
H  0.67  -1.84  0.87  0.180
H  2.16  -0.10  -0.17  0.089
H  0.00  1.47  1.97  0.072
H  -1.48  0.74  -0.79  0.062
H  -1.60  1.58  0.55  0.084
H  1.13  0.16  -1.47  0.089



Which of these has the lowest relative energy (zero: lowest compared OMol25 entry of this formula, charge and spin)? number 3



Please write out number 2 again, unchanged.
Entry from the Open Molecules 2025 dataset: C4H6N2O in the gas phase at a distorted geometry (wB97M-V/def2-TZVPD).

Calculated values
* LUMO level (spin up / spin down): -0.4 / -0.4 eV
* relative energy (zero: lowest compared OMol25 entry of this formula, charge and spin): 137.7 kcal per mole

Each line ends with the Löwdin charge.
Positions of all 13 atoms, in Å:
O  -2.82  1.54  -0.25  0.191
N  -0.93  -1.50  0.01  -0.059
N  -2.03  -0.75  0.00  0.018
C  0.61  0.25  -0.16  -0.172
C  2.01  0.79  0.01  -0.149
C  0.25  -1.03  0.17  -0.263
C  -2.41  0.42  -0.30  -0.133
H  2.73  0.50  -0.86  0.084
H  -0.29  0.83  -0.43  0.054
H  2.48  0.29  0.96  0.096
H  -2.71  -1.45  0.21  0.180
H  0.92  -1.76  0.62  0.109
H  2.19  1.86  0.03  0.043



Which of these has the highest relative energy (zero: lowest compared OMol25 entry of this formula, charge and spin)? number 2